{"formula": "C26H62FeGeN10Se", "method": "ωB97M-V/def2-TZVPD", "elements": ["Fe", "C", "N", "C", "C", "N", "C", "C", "N", "C", "C", "N", "C", "N", "C", "C", "N", "C", "C", "C", "C", "N", "C", "N", "C", "C", "N", "C", "C", "N", "C", "C", "H", "H", "H", "H", "H", "H", "H", "H", "H", "H", "H", "H", "H", "H", "H", "H", "H", "H", "H", "H", "H", "H", "H", "H", "H", "H", "H", "H", "H", "H", "H", "H", "H", "H", "H", "H", "H", "H", "H", "H", "H", "H", "H", "H", "H", "H", "H", "H", "C", "Ge", "C", "C", "C", "Se", "C", "H", "H", "H", "H", "H", "H", "H", "H", "H", "H", "H", "H", "H", "H"], "positions_angstrom": [[0.164, 0.232, 0.050], [0.028, 1.435, -2.315], [0.718, 2.647, -1.928], [1.822, 3.054, -2.788], [0.618, 3.053, -0.630], [0.165, 2.180, 0.226], [-0.465, 2.537, 1.487], [0.059, 1.589, 2.556], [0.182, 0.192, 2.031], [-0.966, -0.650, 2.440], [-2.195, -0.202, 1.675], [-1.836, -0.067, 0.253], [-2.823, -0.156, -0.621], [-2.590, -0.585, -1.888], [-3.326, -0.064, -3.032], [-1.511, -1.494, -2.214], [-4.112, 0.142, -0.317], [-4.469, 1.268, 0.531], [-5.237, -0.610, -0.859], [1.482, -0.407, 2.409], [2.571, 0.211, 1.557], [2.193, 0.081, 0.143], [3.186, 0.085, -0.726], [4.384, 0.673, -0.451], [5.661, 0.081, -0.828], [4.456, 1.971, 0.196], [3.053, -0.506, -1.941], [2.248, -1.696, -2.149], [3.835, -0.105, -3.100], [0.995, 4.326, -0.338], [0.739, 5.436, -1.247], [1.691, 4.668, 0.891], [-0.066, 1.396, -3.400], [-0.976, 1.413, -1.888], [0.600, 0.533, -2.016], [2.394, 2.173, -3.089], [2.487, 3.726, -2.254], [1.461, 3.555, -3.688], [-1.545, 2.426, 1.373], [-0.287, 3.567, 1.790], [-0.589, 1.591, 3.435], [1.044, 1.921, 2.881], [-1.126, -0.584, 3.520], [-0.722, -1.681, 2.188], [-2.559, 0.734, 2.104], [-2.993, -0.938, 1.806], [-3.973, 0.753, -2.729], [-3.929, -0.841, -3.507], [-2.618, 0.316, -3.772], [-1.179, -2.023, -1.325], [-0.656, -0.979, -2.659], [-1.873, -2.223, -2.942], [-3.626, 1.950, 0.615], [-4.787, 0.957, 1.528], [-5.295, 1.807, 0.065], [-4.885, -1.532, -1.314], [-5.798, -0.035, -1.599], [-5.914, -0.866, -0.043], [1.417, -1.479, 2.218], [1.686, -0.259, 3.474], [3.517, -0.298, 1.757], [2.711, 1.257, 1.850], [5.511, -0.935, -1.185], [6.304, 0.039, 0.053], [6.175, 0.661, -1.597], [3.465, 2.422, 0.227], [5.110, 2.624, -0.387], [4.857, 1.908, 1.211], [1.736, -1.982, -1.236], [2.888, -2.522, -2.473], [1.510, -1.530, -2.938], [4.319, 0.851, -2.925], [3.170, -0.009, -3.961], [4.597, -0.847, -3.349], [0.104, 5.110, -2.066], [1.664, 5.851, -1.654], [0.221, 6.230, -0.706], [1.975, 3.763, 1.427], [1.086, 5.296, 1.549], [2.600, 5.222, 0.646], [-0.942, -6.097, 3.106], [-2.036, -5.735, 1.532], [-3.035, -7.304, 0.956], [-3.214, -4.204, 1.866], [-0.868, -5.154, 0.042], [0.291, -3.659, 0.537], [1.918, -4.651, 0.915], [-1.585, -6.343, 3.951], [-0.349, -5.223, 3.380], [-0.275, -6.941, 2.935], [-3.724, -7.623, 1.738], [-2.357, -8.130, 0.744], [-3.613, -7.093, 0.057], [-3.833, -4.370, 2.747], [-3.873, -4.031, 1.013], [-2.614, -3.309, 2.037], [-1.485, -4.803, -0.788], [-0.222, -5.939, -0.349], [1.744, -5.349, 1.729], [2.680, -3.932, 1.210], [2.242, -5.181, 0.023]], "atomic_forces_ev_per_a": [[0.04, 0.16, -0.20], [-0.07, 0.28, 0.24], [-0.01, -0.02, -0.20], [0.01, 0.00, -0.01], [-0.01, -0.13, 0.00], [-0.02, -0.10, 0.21], [0.05, 0.08, -0.04], [-0.03, -0.07, 0.01], [0.02, -0.01, -0.04], [0.00, 0.06, -0.02], [-0.02, 0.04, -0.04], [0.04, -0.06, 0.03], [-0.03, -0.01, 0.11], [0.09, 0.04, -0.07], [0.01, 0.00, -0.01], [-0.03, -0.04, -0.02], [-0.01, 0.01, 0.02], [0.01, -0.01, 0.01], [-0.01, -0.02, 0.01], [-0.01, 0.00, 0.07], [0.05, -0.05, -0.04], [-0.09, 0.07, 0.15], [-0.01, 0.06, 0.00], [-0.06, 0.02, -0.07], [0.02, -0.03, 0.03], [0.03, 0.01, 0.00], [0.00, -0.05, -0.03], [-0.02, 0.01, -0.04], [0.01, -0.01, -0.01], [-0.01, -0.04, -0.01], [-0.01, 0.02, -0.02], [-0.04, 0.01, 0.03], [0.08, -0.07, -0.01], [0.07, 0.04, -0.06], [0.08, -0.08, -0.03], [-0.02, 0.03, 0.02], [-0.01, 0.02, 0.01], [0.00, 0.01, 0.00], [0.00, -0.01, -0.01], [-0.01, 0.03, 0.01], [0.01, 0.00, 0.01], [-0.01, -0.02, -0.02], [-0.01, -0.03, 0.00], [0.01, -0.03, 0.00], [-0.02, 0.03, 0.00], [0.00, 0.01, 0.01], [0.02, 0.00, 0.00], [-0.01, 0.01, 0.00], [0.00, -0.02, -0.01], [0.02, -0.03, 0.05], [-0.09, -0.08, -0.05], [0.01, -0.03, 0.01], [0.00, 0.02, 0.00], [0.00, -0.01, 0.00], [0.01, 0.01, -0.01], [-0.01, -0.01, 0.00], [0.00, 0.00, 0.00], [0.01, -0.01, 0.00], [0.00, 0.00, -0.01], [-0.01, -0.02, 0.01], [0.01, 0.02, 0.02], [-0.03, -0.03, -0.01], [0.01, 0.01, 0.01], [0.00, 0.00, 0.00], [-0.01, 0.00, 0.00], [0.02, -0.01, -0.02], [0.01, -0.01, 0.00], [-0.01, 0.01, -0.01], [0.01, -0.01, 0.01], [0.00, 0.00, 0.02], [-0.01, 0.01, 0.01], [-0.01, -0.01, -0.01], [-0.01, -0.01, 0.00], [0.00, 0.01, -0.01], [0.01, 0.00, 0.01], [0.01, -0.01, 0.01], [0.00, 0.00, 0.00], [-0.01, 0.01, 0.00], [-0.01, -0.01, -0.01], [0.00, 0.00, 0.00], [-0.03, 0.02, 0.00], [0.05, -0.01, 0.00], [0.00, 0.01, 0.01], [-0.03, -0.02, -0.02], [-0.08, 0.04, -0.03], [0.04, 0.06, 0.03], [-0.01, -0.01, -0.02], [0.01, -0.02, 0.00], [0.01, 0.00, -0.02], [0.00, 0.00, 0.00], [0.00, 0.00, 0.00], [0.00, 0.00, 0.00], [0.00, 0.00, 0.00], [0.00, -0.01, -0.01], [0.01, 0.00, 0.00], [0.03, 0.03, 0.01], [0.02, -0.02, -0.01], [0.00, -0.02, 0.02], [-0.01, 0.01, 0.01], [0.00, -0.01, 0.01], [0.00, 0.00, 0.00]], "total_charge": 2, "e_above_lowest_kj_mol": 0.00}



{"formula": "C9H21S3SeSiV", "method": "ωB97M-V/def2-TZVPD", "elements": ["V", "C", "C", "S", "C", "C", "S", "C", "C", "S", "H", "H", "H", "H", "H", "H", "H", "H", "H", "H", "H", "H", "C", "Si", "C", "C", "Se", "H", "H", "H", "H", "H", "H", "H", "H", "H"], "positions_angstrom": [[0.079, -0.350, -1.113], [0.421, 2.313, -2.889], [1.444, 1.356, -3.477], [2.073, 0.113, -2.260], [1.620, -1.510, -3.034], [0.499, -2.372, -2.390], [-1.282, -1.807, -2.302], [-1.509, -0.699, -3.758], [-1.978, 0.694, -3.348], [-1.009, 1.551, -2.049], [0.036, 2.978, -3.665], [0.861, 2.944, -2.114], [2.325, 1.908, -3.807], [1.060, 0.809, -4.336], [2.528, -2.111, -2.955], [1.444, -1.340, -4.094], [0.740, -2.659, -1.347], [0.488, -3.317, -2.935], [-2.268, -1.176, -4.380], [-0.585, -0.686, -4.330], [-2.981, 0.654, -2.921], [-2.028, 1.349, -4.219], [-1.255, -1.354, 5.166], [-0.145, 0.099, 5.101], [-0.849, 1.786, 5.004], [1.670, -0.133, 5.149], [-0.092, 0.041, 0.990], [-1.482, -1.563, 6.221], [-0.786, -2.251, 4.763], [-2.209, -1.166, 4.672], [-0.998, 2.155, 6.028], [-1.826, 1.796, 4.521], [-0.173, 2.486, 4.513], [1.988, -0.114, 6.201], [2.202, 0.676, 4.647], [1.974, -1.099, 4.746]], "atomic_forces_ev_per_a": [[-0.01, 0.08, 0.66], [-0.01, -0.03, 0.03], [0.03, 0.02, -0.01], [0.03, 0.00, -0.27], [0.09, -0.08, -0.09], [-0.05, 0.03, -0.18], [-0.01, -0.08, -0.29], [-0.02, -0.01, -0.04], [-0.03, -0.01, 0.05], [-0.02, 0.05, -0.22], [0.01, 0.01, 0.01], [0.00, 0.01, -0.02], [-0.01, 0.01, 0.00], [0.02, 0.00, 0.00], [-0.02, -0.02, -0.01], [-0.01, -0.01, 0.00], [-0.02, 0.03, 0.01], [0.04, -0.04, 0.08], [0.00, 0.01, 0.00], [-0.01, 0.00, -0.01], [0.00, 0.00, -0.02], [-0.01, 0.00, 0.01], [0.09, 0.12, -0.01], [-0.01, 0.00, 0.15], [0.06, -0.14, 0.00], [-0.15, 0.02, 0.00], [0.01, 0.00, 0.00], [0.01, 0.02, 0.01], [0.02, 0.00, 0.02], [-0.01, 0.02, 0.02], [0.01, -0.02, 0.01], [-0.01, -0.01, 0.03], [0.02, 0.00, 0.03], [-0.02, 0.00, 0.01], [-0.01, 0.02, 0.02], [-0.01, -0.02, 0.02]], "spin_multiplicity": 2, "total_charge": 3, "energy_ha": -5183.98045}